{"formula": "C93H198N10O11", "method": "ωB97M-V/def2-TZVPD", "elements": ["C", "C", "C", "C", "C", "C", "C", "C", "C", "N", "O", "H", "H", "H", "H", "H", "H", "H", "H", "H", "H", "H", "H", "H", "H", "H", "H", "H", "H", "H", "C", "C", "C", "C", "C", "C", "C", "C", "C", "N", "O", "H", "H", "H", "H", "H", "H", "H", "H", "H", "H", "H", "H", "H", "H", "H", "H", "H", "H", "H", "C", "C", "C", "C", "C", "C", "C", "C", "C", "N", "O", "H", "H", "H", "H", "H", "H", "H", "H", "H", "H", "H", "H", "H", "H", "H", "H", "H", "H", "H", "C", "C", "C", "C", "C", "C", "C", "C", "C", "N", "O", "H", "H", "H", "H", "H", "H", "H", "H", "H", "H", "H", "H", "H", "H", "H", "H", "H", "H", "H", "C", "C", "C", "C", "C", "C", "C", "C", "C", "N", "O", "H", "H", "H", "H", "H", "H", "H", "H", "H", "H", "H", "H", "H", "H", "H", "H", "H", "H", "H", "C", "C", "C", "C", "C", "C", "C", "C", "C", "N", "O", "H", "H", "H", "H", "H", "H", "H", "H", "H", "H", "H", "H", "H", "H", "H", "H", "H", "H", "H", "C", "C", "C", "C", "C", "C", "C", "C", "C", "N", "O", "H", "H", "H", "H", "H", "H", "H", "H", "H", "H", "H", "H", "H", "H", "H", "H", "H", "H", "H", "C", "C", "C", "C", "C", "C", "C", "C", "C", "N", "O", "H", "H", "H", "H", "H", "H", "H", "H", "H", "H", "H", "H", "H", "H", "H", "H", "H", "H", "H", "C", "C", "C", "C", "C", "C", "C", "C", "C", "N", "O", "H", "H", "H", "H", "H", "H", "H", "H", "H", "H", "H", "H", "H", "H", "H", "H", "H", "H", "H", "C", "C", "C", "C", "C", "C", "C", "C", "C", "N", "O", "H", "H", "H", "H", "H", "H", "H", "H", "H", "H", "H", "H", "H", "H", "H", "H", "H", "H", "H", "C", "C", "C", "O", "H", "H", "H", "H", "H", "H", "H", "H"], "positions_angstrom": [[-2.56844, -6.99952, 0.87403], [-3.51510, -6.97472, -0.35803], [-3.07237, -8.11746, -1.29575], [-4.91436, -7.22816, 0.21051], [-6.03020, -6.90629, -0.78745], [-5.83025, -5.48238, -1.18592], [-4.45973, -5.17217, -1.77703], [-4.19380, -5.78096, -3.14957], [-4.46336, -3.63425, -2.03269], [-3.45542, -5.56833, -0.77729], [-2.16209, -5.37268, -1.31873], [-2.62788, -6.02721, 1.41336], [-2.95541, -7.74091, 1.59627], [-1.53007, -7.15633, 0.65126], [-3.93246, -8.69830, -1.69582], [-2.49667, -7.67393, -2.08188], [-2.45467, -8.80343, -0.67592], [-5.06706, -8.24848, 0.57183], [-5.04324, -6.58157, 1.07627], [-5.96414, -7.62109, -1.60300], [-7.02979, -7.12843, -0.42793], [-5.91306, -4.83903, -0.31557], [-6.60723, -5.12251, -1.88016], [-4.75723, -5.37969, -4.01499], [-4.25961, -6.87930, -3.29420], [-3.15989, -5.50193, -3.32108], [-3.52913, -3.34061, -2.50358], [-4.56163, -3.15784, -1.06950], [-5.33846, -3.37163, -2.70898], [-1.68208, -4.77236, -0.71732], [-1.33661, 6.84277, 2.03518], [-1.34556, 6.43475, 0.56408], [-2.58662, 5.55731, 0.32365], [-1.44932, 7.72578, -0.25035], [-1.52641, 7.43753, -1.71940], [-0.25302, 6.62576, -2.05093], [-0.06224, 5.34107, -1.27703], [-0.89084, 4.11358, -1.70225], [1.41317, 5.01493, -1.55778], [-0.08074, 5.72930, 0.19580], [-0.10883, 4.53710, 0.99900], [-1.42794, 6.06844, 2.77086], [-0.34991, 7.33252, 2.15896], [-2.12856, 7.56869, 2.13906], [-2.46805, 4.64934, 0.90013], [-3.46401, 6.00638, 0.79035], [-2.79025, 5.33212, -0.71473], [-2.37582, 8.25902, -0.05213], [-0.62896, 8.36687, -0.06471], [-2.44167, 6.87590, -1.96796], [-1.40892, 8.32388, -2.34961], [0.56294, 7.31347, -1.78172], [-0.21456, 6.42809, -3.16429], [-1.85021, 4.39533, -2.12315], [-1.11620, 3.39962, -0.93164], [-0.25829, 3.53959, -2.40632], [1.83346, 4.06453, -1.23477], [1.98384, 5.81984, -1.10126], [1.48373, 5.16385, -2.59580], [0.81172, 4.33693, 1.24702], [5.08603, 8.17171, 2.27517], [5.95904, 6.92263, 1.94531], [6.82878, 7.27762, 0.79094], [6.88459, 6.52220, 3.11153], [6.13332, 5.83009, 4.24450], [5.42480, 4.54861, 3.69935], [4.44870, 4.88283, 2.56950], [4.07325, 3.55292, 1.91734], [3.15032, 5.49326, 3.07588], [5.18431, 5.66379, 1.51096], [4.31763, 5.91115, 0.44003], [4.64559, 8.11639, 3.26008], [5.82280, 8.98488, 2.29145], [4.26646, 8.24552, 1.53436], [7.34537, 8.24737, 1.05207], [7.48812, 6.44001, 0.60163], [6.23837, 7.51654, -0.10859], [7.63432, 5.84033, 2.70845], [7.50225, 7.35369, 3.45066], [6.85391, 5.68334, 5.07091], [5.35813, 6.48187, 4.67815], [4.91831, 3.93724, 4.44381], [6.27374, 3.97929, 3.29250], [3.29530, 3.66043, 1.14967], [3.66750, 2.83914, 2.65757], [4.97112, 3.12751, 1.47668], [2.67979, 5.88837, 2.18400], [3.33111, 6.25405, 3.84850], [2.64772, 4.66343, 3.50025], [3.53571, 6.43537, 0.74609], [5.64791, 0.59519, -5.37707], [5.98460, -0.86537, -5.06310], [6.00903, -1.55495, -6.41561], [7.26380, -0.81133, -4.27352], [7.59398, -2.12843, -3.61082], [6.40089, -2.50174, -2.75722], [5.12354, -2.64766, -3.55723], [5.00579, -3.93681, -4.42039], [4.07254, -2.75610, -2.46103], [4.96584, -1.34275, -4.15260], [3.67514, -1.20876, -4.79921], [5.36936, 1.05728, -4.44263], [6.57804, 1.11370, -5.67135], [4.87899, 0.81565, -6.09119], [6.75745, -1.07426, -7.04566], [6.39285, -2.56937, -6.27217], [5.08640, -1.60775, -6.98792], [8.15673, -0.46272, -4.78330], [7.12761, -0.07816, -3.46730], [7.73015, -2.96484, -4.32111], [8.52781, -2.21174, -3.00269], [6.24514, -1.60153, -2.07465], [6.59468, -3.40588, -2.13454], [4.34789, -3.83324, -5.24993], [4.73221, -4.77743, -3.76971], [6.02657, -4.14272, -4.80245], [3.05332, -2.84784, -2.87371], [4.00574, -1.87661, -1.78970], [4.25100, -3.63149, -1.84818], [3.72805, -1.86020, -5.53905], [1.66741, -5.21212, -1.03027], [2.58289, -5.72891, 0.01109], [1.67292, -6.38165, 1.03725], [3.55429, -6.72166, -0.66066], [4.72929, -7.05822, 0.22707], [5.46422, -5.78967, 0.65176], [4.54964, -4.80897, 1.33710], [4.37988, -5.13147, 2.85005], [5.28067, -3.48655, 1.49572], [3.36153, -4.57322, 0.45877], [2.51338, -3.60149, 1.08769], [2.22599, -4.65530, -1.72625], [1.28579, -6.10415, -1.56152], [0.90130, -4.54326, -0.64774], [1.08146, -7.08572, 0.45178], [2.15891, -6.86428, 1.88293], [1.01226, -5.63242, 1.45696], [3.02723, -7.62820, -0.94899], [3.94234, -6.17457, -1.55317], [4.45129, -7.64735, 1.07874], [5.37222, -7.76295, -0.30583], [5.92225, -5.32339, -0.20785], [6.27606, -6.12221, 1.27125], [4.16779, -6.14829, 3.16954], [3.60022, -4.50292, 3.23546], [5.32839, -4.93595, 3.31471], [5.37681, -2.94712, 0.59573], [6.32653, -3.73452, 1.84152], [4.73358, -2.76831, 2.14087], [2.16657, -3.08692, 0.33865], [1.17249, 0.26346, -6.15099], [-0.01734, 0.27913, -5.18244], [0.06927, 1.54866, -4.28406], [-1.33065, 0.31972, -5.90730], [-1.62898, -1.03398, -6.58579], [-1.80893, -2.06183, -5.46964], [-0.51635, -2.21157, -4.71942], [-0.80192, -3.14234, -3.44129], [0.53715, -2.95967, -5.51140], [-0.06776, -0.86932, -4.22264], [1.08456, -0.98789, -3.45117], [1.57591, 1.28405, -6.27924], [1.97874, -0.33624, -5.85767], [0.86172, -0.14845, -7.13303], [0.98648, 1.62451, -3.70224], [0.10743, 2.32857, -5.06377], [-0.75327, 1.64882, -3.55967], [-2.07592, 0.45188, -5.13402], [-1.40776, 1.14393, -6.64835], [-2.48355, -0.87475, -7.27178], [-0.80822, -1.29393, -7.26946], [-2.13626, -3.04956, -5.93466], [-2.51415, -1.70176, -4.70529], [-1.26258, -2.63919, -2.60379], [0.18098, -3.51022, -3.04296], [-1.41270, -3.94092, -3.78029], [0.81118, -2.37273, -6.40331], [0.10937, -3.95263, -5.70996], [1.44972, -3.00603, -4.94941], [1.91146, -1.19627, -3.97271], [-4.69582, -0.15524, -0.92778], [-4.83872, 1.34711, -0.79613], [-4.51650, 1.88394, 0.57402], [-3.98479, 2.15639, -1.76645], [-4.44425, 2.02751, -3.20518], [-5.92106, 2.50278, -3.30347], [-6.83034, 1.65228, -2.47824], [-8.19054, 2.38263, -2.49186], [-6.99664, 0.20015, -3.05511], [-6.30287, 1.77031, -1.09569], [-7.08391, 1.05344, -0.23079], [-4.61321, -0.40166, -2.00310], [-3.85068, -0.54727, -0.39946], [-5.57155, -0.72513, -0.60679], [-4.85498, 2.90755, 0.52784], [-4.97355, 1.41902, 1.42652], [-3.41472, 1.84451, 0.71908], [-3.91122, 3.17112, -1.40743], [-2.91878, 1.86283, -1.62004], [-3.79848, 2.60594, -3.89280], [-4.32773, 0.93869, -3.44325], [-6.17174, 2.61537, -4.35035], [-5.99484, 3.49217, -2.79576], [-8.59925, 2.31770, -3.53285], [-8.03258, 3.43129, -2.23969], [-8.94183, 1.95141, -1.81322], [-7.59650, -0.48026, -2.42282], [-5.99789, -0.23273, -3.32928], [-7.53587, 0.29061, -3.99547], [-7.30191, 0.20632, -0.60114], [-2.83501, -2.87638, 3.47326], [-4.03591, -1.95074, 3.72652], [-3.49120, -0.66273, 4.26633], [-4.80470, -1.51778, 2.46325], [-5.56449, -2.66608, 1.83797], [-6.45219, -3.29126, 2.88699], [-5.74728, -3.77126, 4.11478], [-6.82372, -4.14719, 5.18997], [-4.96921, -5.08602, 3.85477], [-4.98037, -2.56183, 4.62800], [-4.37631, -2.96312, 5.82017], [-2.20832, -2.47176, 2.68389], [-2.18208, -2.85336, 4.34671], [-3.13718, -3.90909, 3.23623], [-2.68803, -0.38461, 3.56648], [-4.25275, 0.13012, 4.29113], [-3.00325, -0.73631, 5.25202], [-5.60228, -0.81691, 2.75554], [-4.19137, -0.98791, 1.78385], [-6.21731, -2.24667, 1.12263], [-4.84999, -3.35495, 1.39958], [-7.02942, -4.11538, 2.40729], [-7.16650, -2.57471, 3.31766], [-7.52044, -3.26492, 5.39324], [-6.40099, -4.56022, 6.07126], [-7.46893, -4.99200, 4.75301], [-4.53540, -5.15150, 2.83974], [-5.58894, -5.92410, 4.05735], [-4.15496, -5.20414, 4.59104], [-3.56463, -3.36191, 5.47872], [-1.08207, -2.40789, 0.14489], [-0.65817, -0.91314, 0.06370], [-1.08640, -0.24990, -1.23713], [-1.18189, -0.26679, 1.30881], [-0.45208, 1.03614, 1.66177], [1.08054, 0.80986, 1.68661], [1.58874, 0.23390, 0.42909], [1.59819, 1.21077, -0.77649], [3.01557, -0.15830, 0.71978], [0.79338, -1.00814, 0.23270], [1.33650, -1.77922, -0.86240], [-0.75240, -2.98221, -0.72725], [-0.63646, -2.76872, 1.06757], [-2.17283, -2.57410, 0.10576], [-2.04597, -0.58334, -1.61884], [-1.21227, 0.81659, -1.00436], [-0.34875, -0.45896, -1.97112], [-2.24463, -0.04957, 1.26346], [-0.95773, -0.97107, 2.13265], [-0.63584, 1.77784, 0.86257], [-0.79601, 1.59596, 2.53549], [1.36775, 0.11011, 2.50751], [1.34860, 1.84056, 1.95638], [0.63882, 1.69769, -0.87685], [1.82027, 0.67034, -1.70597], [2.36060, 1.95898, -0.64044], [3.59970, -0.54670, -0.17201], [3.11200, -0.95637, 1.43878], [3.46563, 0.74571, 1.14375], [1.04414, -1.37785, -1.73441], [-3.43862, 4.42408, 7.97445], [-2.99865, 3.47095, 6.86599], [-3.68282, 2.09768, 7.06020], [-3.34378, 4.17448, 5.62131], [-2.69515, 3.64741, 4.31592], [-1.21275, 3.70576, 4.53371], [-0.73566, 2.95633, 5.75469], [-0.74359, 1.35824, 5.50391], [0.74487, 3.26800, 5.99698], [-1.52763, 3.44719, 6.95294], [-1.12945, 2.88676, 8.15064], [-4.38255, 4.90125, 7.71853], [-3.57004, 3.86259, 8.90043], [-2.66504, 5.14858, 8.11031], [-3.43549, 1.44243, 6.20451], [-3.45015, 1.67426, 8.05393], [-4.74633, 2.21979, 7.11251], [-4.46027, 4.19993, 5.51144], [-3.05867, 5.16316, 5.81890], [-3.04636, 2.63385, 4.06448], [-2.98558, 4.33018, 3.52598], [-0.97476, 4.79368, 4.61470], [-0.64973, 3.38121, 3.67025], [-1.74132, 1.03609, 5.25579], [-0.34813, 0.85195, 6.40926], [-0.08047, 1.21884, 4.66431], [1.16280, 2.68551, 6.79522], [0.82017, 4.32912, 6.20062], [1.32097, 3.10166, 5.10607], [-1.35601, 1.93120, 8.14021], [6.49959, 3.79720, -1.78149], [7.35663, 2.87518, -1.01121], [6.68794, 1.54367, -0.65070], [8.57941, 2.65393, -1.69607], [5.55750, 4.00941, -1.30428], [6.33831, 3.34725, -2.77225], [7.06129, 4.71249, -1.94592], [7.60705, 3.29455, 0.00009], [7.32773, 0.91506, 0.01072], [6.48508, 0.89922, -1.51954], [5.80569, 1.70322, -0.03706], [9.07956, 2.12216, -1.07498]], "forces_ev_per_angstrom": [[-0.99, 0.54, 1.00], [0.26, -0.52, 2.04], [-0.58, -0.21, 0.61], [-1.05, -0.01, -0.03], [0.58, -0.76, 0.19], [-0.60, 0.58, -0.73], [-0.87, 0.61, -1.11], [0.29, -0.84, -1.13], [-0.42, -0.80, -0.27], [-0.47, 0.18, -0.65], [0.72, 0.46, -0.12], [-0.06, -0.46, -0.38], [0.52, -0.01, -0.35], [0.45, -0.32, -0.26], [0.57, 0.47, 0.07], [0.52, -0.21, -0.56], [-0.32, 0.31, -0.69], [0.56, -0.09, -0.05], [-0.02, 0.15, 0.20], [0.31, 0.15, -0.62], [-0.14, 0.33, 0.61], [-0.17, 0.04, 0.44], [0.28, -0.18, 0.01], [-0.08, 0.24, 0.80], [-0.06, 0.54, 0.61], [0.29, -0.21, -0.44], [0.04, 0.21, -0.07], [-0.10, 0.52, 0.26], [1.09, -0.26, 0.87], [-0.54, -0.32, -0.16], [1.45, 0.72, -0.82], [-0.80, -0.38, 0.15], [-0.07, 0.09, 0.74], [-1.34, -0.48, -0.67], [1.27, -1.08, -0.95], [-1.19, 0.54, -1.26], [1.46, -0.77, 1.46], [0.39, 0.26, -0.71], [-0.05, 0.57, 1.13], [-1.08, 0.08, -0.28], [0.46, -0.35, -0.05], [-0.12, -0.61, 0.11], [-0.52, 0.00, 0.41], [-0.19, 0.26, 0.39], [0.16, -0.52, -0.17], [-0.09, 0.39, -0.27], [-0.13, -0.02, 0.08], [-0.06, 0.06, 0.85], [0.98, 0.74, 0.43], [0.28, 0.43, -0.13], [-0.64, 0.13, 0.24], [0.08, -0.36, -0.27], [0.14, 0.05, 1.15], [0.01, -0.10, -0.51], [0.08, 0.01, 0.83], [-0.66, 0.42, -0.07], [-0.37, -0.15, -0.03], [0.31, -0.05, 0.09], [0.68, -0.40, -1.55], [-0.34, 0.46, -0.24], [0.41, -1.14, -0.08], [-1.19, -0.55, 0.29], [0.20, 1.55, -0.74], [-0.60, -0.45, -0.23], [-0.54, 0.09, 0.54], [1.58, 1.07, -0.09], [0.75, -0.45, -0.49], [-0.29, -0.41, 0.01], [1.63, 0.88, -0.02], [0.37, 0.37, 1.55], [-0.55, 0.63, -0.18], [-0.20, -0.07, 0.30], [-0.75, 0.25, -0.30], [0.64, 0.53, 0.25], [0.04, -1.22, -0.34], [0.41, 0.14, -0.30], [0.17, -0.31, 0.25], [-0.07, -0.36, -0.07], [-0.41, 0.40, 0.09], [-0.45, -0.53, -0.32], [0.26, 0.11, -0.16], [0.02, 0.16, 0.21], [-0.46, -0.36, -0.10], [0.26, 0.10, -0.02], [0.27, 0.31, -0.11], [-0.04, -0.16, -0.19], [-0.91, 0.18, 0.31], [-0.33, -0.05, -0.39], [-1.15, -0.47, 0.43], [0.78, -0.34, -0.18], [1.11, 0.90, 0.79], [-1.00, 1.77, -1.39], [1.64, -1.38, 0.11], [1.54, -0.41, 0.93], [0.34, -1.76, 0.31], [0.98, 0.45, 1.22], [-1.05, -0.38, 1.66], [2.27, 0.49, 0.83], [-1.47, 0.46, 0.12], [-1.21, 0.35, -0.43], [0.87, -1.09, -0.32], [-0.28, 0.31, 0.38], [-0.38, -0.23, -0.20], [-0.40, -0.34, -0.47], [-0.11, 0.19, -0.08], [-0.18, -0.13, -0.31], [-0.22, 0.23, 0.23], [-0.24, 0.18, -0.80], [-0.16, -0.04, -0.15], [0.04, 0.48, -0.27], [-0.61, 0.80, -0.41], [-0.01, -1.31, -0.45], [-0.23, 0.54, -0.41], [-0.73, -0.07, -0.60], [-0.15, 0.25, -0.31], [-0.64, -0.21, -0.12], [0.27, -0.16, 0.01], [0.39, -0.36, -0.46], [0.04, -0.15, 0.18], [-0.36, 0.56, 0.44], [-0.97, -0.82, -0.96], [0.32, -0.20, 0.79], [0.15, -0.18, 0.30], [0.18, 0.99, 0.16], [0.35, -0.09, -0.68], [-0.41, -1.15, -0.56], [-0.19, 0.86, 0.94], [-0.75, -1.17, -0.55], [0.85, 0.43, 0.54], [1.12, -0.06, 0.83], [0.10, -0.52, -0.10], [0.71, 0.79, -1.08], [-0.48, 0.63, 0.14], [-0.31, -0.29, 0.08], [-0.17, -0.29, 0.43], [0.20, -0.24, -0.13], [-0.21, 0.18, 0.02], [-0.18, 0.05, -0.24], [-0.24, -0.63, 0.29], [-0.56, -0.08, 0.79], [0.34, 0.28, -0.18], [0.07, 0.25, -0.52], [0.45, 0.29, 0.72], [-0.37, -0.41, -0.48], [-0.24, 0.43, 0.42], [0.32, 0.44, 0.34], [0.18, 0.43, -1.58], [-1.11, 0.62, 0.01], [0.55, -0.70, 0.10], [0.14, 0.21, 0.09], [-1.06, 0.79, -1.21], [1.07, 0.25, 1.82], [0.28, -0.06, -1.01], [-0.46, -0.62, -0.87], [-0.40, 1.09, -0.30], [-0.48, -0.41, -1.22], [0.65, -0.81, 2.33], [2.08, 1.31, -0.64], [-0.31, 0.75, -0.74], [-1.18, -0.60, -1.19], [1.13, -0.04, -0.29], [-0.24, -0.44, -0.15], [1.11, -0.75, 0.78], [0.17, 0.49, 0.35], [0.20, -0.23, -0.14], [-0.34, 0.39, 0.81], [-0.03, -0.06, -0.60], [-0.51, 0.34, 0.07], [0.33, -0.31, 0.60], [0.04, -0.46, 0.61], [-0.13, -0.16, 0.29], [0.34, 1.05, 0.98], [-0.35, -0.19, -0.54], [-0.43, 0.39, -0.18], [-0.87, 0.03, -0.40], [-0.47, -0.96, -0.08], [-0.32, -0.68, -0.14], [0.62, 0.21, -0.30], [0.47, -0.53, 0.51], [-0.80, 0.30, 0.22], [-0.35, -0.23, -1.38], [-1.62, 0.47, -0.66], [0.83, 0.21, 0.04], [1.44, -0.64, 0.15], [0.01, -0.17, 0.04], [1.98, 0.54, 0.25], [-0.93, -0.48, 0.24], [-0.49, -0.61, -0.68], [0.83, 0.42, -0.12], [1.75, -0.25, -0.46], [-1.38, 0.51, 1.72], [0.40, -0.15, 0.63], [0.57, -0.16, 0.27], [0.10, 0.26, 0.30], [0.14, 0.51, 0.41], [-0.42, -0.53, 0.20], [-0.52, 0.16, -0.03], [-0.63, 0.68, -0.10], [-0.62, -0.32, -0.39], [-0.26, -0.31, 0.30], [-0.20, 0.92, -0.35], [-0.56, -0.14, -0.15], [0.30, -0.34, -0.68], [0.25, 0.16, 0.79], [-0.11, -0.07, 0.08], [0.36, 0.09, -0.15], [0.45, 0.22, -0.17], [-1.13, 0.13, 0.48], [-0.17, 0.03, -0.06], [-0.02, -0.89, -0.48], [-0.02, -0.14, -0.48], [0.25, 0.18, -0.73], [0.81, 0.84, 0.56], [-1.36, -0.82, 1.02], [0.75, 0.27, 0.98], [-1.03, -0.65, -0.37], [-0.08, -0.34, 1.00], [-1.70, 0.42, -1.90], [1.39, 0.96, 0.18], [-2.24, -1.12, -0.04], [0.86, 0.24, 0.13], [-0.13, -0.14, -0.22], [0.09, -0.26, 0.15], [0.48, 0.66, 0.02], [-0.27, 0.32, 0.21], [0.21, -0.22, 0.08], [-0.40, -0.20, -0.23], [0.41, 0.11, 0.30], [0.92, 0.33, -0.71], [-0.55, 0.21, -1.40], [-0.15, -0.44, -0.30], [0.22, 0.37, 0.52], [-0.05, 0.18, -0.75], [1.08, -1.14, -0.02], [0.48, 0.02, 0.92], [0.78, 1.26, 0.44], [-0.32, -0.09, 0.46], [-0.79, -0.73, -0.21], [-0.12, 0.08, -0.32], [0.31, -0.38, 0.75], [-0.69, 0.14, -0.76], [-0.27, -1.73, -0.24], [-0.63, 0.58, 1.24], [0.37, 0.98, 1.67], [0.24, -0.11, -1.29], [-2.28, 1.03, 2.21], [0.55, -0.57, -1.57], [-0.34, -0.83, 0.24], [1.44, -0.38, -1.11], [0.88, 0.00, -0.76], [-0.30, 0.77, 0.02], [0.51, 0.20, 0.34], [-0.09, -0.50, -0.06], [0.09, 0.44, 0.50], [-0.10, -0.30, 0.08], [0.29, -0.11, -0.62], [0.19, 0.49, -0.79], [-0.30, -0.38, -0.12], [-0.39, 0.29, -0.21], [0.02, -0.17, 0.04], [-0.14, -0.69, 0.24], [-0.28, 0.61, -0.32], [1.29, -0.34, -0.35], [-0.13, 0.27, -0.16], [-0.03, 0.11, 0.23], [0.37, 0.31, 0.15], [-0.71, 0.86, 0.80], [-0.33, -0.26, 0.47], [0.44, -0.20, -0.23], [0.60, -0.46, 0.90], [-0.57, -0.95, 0.61], [0.20, -0.64, 1.44], [0.84, 0.16, -0.32], [-1.87, -1.21, -2.26], [-0.66, 0.05, 1.00], [0.29, 1.06, -0.20], [0.38, -1.65, 1.11], [-0.31, 2.03, 0.99], [-0.84, 0.86, -0.02], [0.38, -0.04, -1.85], [0.49, -0.98, 0.57], [-0.08, 0.04, 0.04], [0.01, 0.24, 0.15], [0.34, 0.62, 0.15], [-0.25, -0.01, 0.77], [0.32, -0.13, -0.60], [-0.72, 0.22, -0.28], [0.81, -0.11, 0.10], [0.59, 1.73, -0.33], [0.01, 0.25, 0.06], [-0.07, -0.07, -0.41], [0.14, -0.64, 0.31], [0.20, -0.28, -0.35], [-0.07, -0.38, -0.07], [-0.29, 0.12, -0.62], [0.24, -0.41, -0.20], [0.16, -0.17, 0.48], [0.21, 0.27, 0.38], [0.23, -0.34, -0.60], [0.07, 0.47, -0.05], [0.34, 0.14, -1.21], [0.17, -0.98, 2.29], [0.55, -0.81, 0.21], [-0.07, 0.04, -0.16], [-0.29, 0.09, 0.24], [-0.21, 0.13, 0.15], [-0.15, 0.29, 0.00], [-0.23, 0.26, -0.70], [0.01, 0.50, -0.39], [-0.29, 0.43, 0.09], [-0.40, 0.07, -0.30], [0.46, -0.16, -0.17]], "mulliken_charge": [-1.553, 2.052, -1.771, -1.233, -0.960, -1.166, 1.799, -1.697, -0.637, 1.304, -0.193, -0.219, 0.487, 0.399, 0.285, 0.278, 0.490, 0.566, -0.202, 0.331, 0.517, -0.041, 0.525, 0.345, 0.315, 0.327, -0.283, -0.546, 0.543, -0.126, -1.951, 2.182, -1.367, -1.702, -0.551, -1.492, 2.608, -1.350, -2.175, -0.304, 1.829, -0.141, 0.446, 0.576, -0.269, 0.690, 0.122, 0.362, 0.482, 0.267, 0.492, 0.327, 0.353, 0.891, -0.015, -0.215, -0.114, 0.424, 0.735, -0.683, -1.624, 1.546, -1.824, -1.333, -0.710, -1.526, 2.003, -1.822, -1.052, 0.563, -0.164, 0.309, 0.534, 0.265, 0.408, 0.355, 0.337, 0.339, 0.436, 0.429, 0.288, 0.486, 0.310, 0.013, 0.273, 0.267, 0.031, 0.365, 0.136, 0.164, -2.041, 2.133, -1.778, -0.926, -0.957, -0.858, 2.284, -1.361, -0.031, 0.208, -0.872, 0.337, 0.461, 0.300, 0.531, 0.337, 0.251, 0.608, -0.235, 0.309, 0.475, 0.005, -0.114, 0.252, 0.226, 0.438, -1.279, -0.476, 0.158, 0.144, -1.124, 1.784, -1.999, -0.704, -0.994, -1.150, 1.447, -1.903, -1.694, 1.481, -0.631, -0.419, 0.854, -0.080, 0.500, 0.274, 0.287, 0.476, -0.131, 0.424, 0.520, 0.027, 0.468, 0.341, 0.355, 0.546, 0.079, 0.517, 0.298, -0.133, -0.938, 2.118, -2.080, -0.868, -1.009, -0.729, 1.252, -0.626, -1.718, 0.690, 2.464, 0.429, -0.106, 0.249, 0.373, 1.084, -0.635, -0.256, 0.455, 0.451, 0.405, 0.418, 0.101, -1.235, -0.323, 0.803, 0.361, 0.515, 0.068, -0.684, 0.492, 2.759, -1.872, -0.577, 0.001, -1.412, 1.265, -1.993, -1.120, 0.232, -0.540, -0.865, 0.251, -0.102, 0.771, 0.191, -0.071, 0.459, -1.064, 0.419, -0.269, 0.476, 0.379, 0.380, 0.377, 0.337, 0.292, 0.115, 0.512, 0.353, -1.041, 2.982, -2.635, -1.185, 0.868, -1.985, 1.986, -1.714, -1.485, 0.170, -0.525, -0.746, 0.772, 0.100, 0.259, 0.587, 0.850, 0.852, -1.189, 0.521, -0.672, 0.335, 0.457, 0.339, 0.438, 0.323, -0.145, 0.570, 0.283, 0.503, -0.913, 1.390, 1.085, -0.219, 0.907, -0.549, 2.890, -1.583, -1.656, 0.680, 3.022, -1.041, 1.083, -0.320, -0.070, -0.884, -1.369, -0.086, 0.420, -1.112, -0.348, 0.466, -0.429, -0.189, -0.607, 0.876, -0.413, 0.385, 0.056, -1.185, -2.197, 2.415, -2.190, -2.151, 0.812, -0.825, 2.190, -1.055, -2.204, 0.112, -0.516, 0.381, 0.411, 0.495, 0.555, 0.459, 0.503, 0.461, 0.540, -0.467, 0.263, 0.683, -0.687, -0.064, 0.608, -0.088, 0.492, 0.521, 0.238, 0.381, -1.195, 0.782, 0.280, -0.623, 0.137, 0.268, 0.355, 0.141, 0.531, -0.532, -0.380, 0.360], "de_lowest_kj_mol": 0.00, "gap_ev": 8.54, "e_lumo_ev": 0.424, "homo_energy_ev": -8.11, "largest_force_ha_per_bohr": 0.0649, "spin_multiplicity": 1, "smiles": "CC1(C)CCCC(C)(C)N1O.CC1(C)CCCC(C)(C)N1O.CC1(C)CCCC(C)(C)N1O.CC1(C)CCCC(C)(C)N1O.CC1(C)CCCC(C)(C)N1O.CC1(C)CCCC(C)(C)N1O.CC1(C)CCCC(C)(C)N1O.CC1(C)CCCC(C)(C)N1O.CC1(C)CCCC(C)(C)N1O.CC1(C)CCCC(C)(C)N1O.CC(C)O", "e_tot_ev": -137063.117}